No. 1
A structure of composition C25H30F5GeMgN2O2S in a non-equilibrium geometry. Source: the OMol25 dataset; level of theory: the ωB97M-V functional and the def2-TZVPD basis.

Values from the calculation:
LUMO energy ... -3.4 eV
HOMO ... -11.4 eV
E ... -119864.1679 eV
Energy above the lowest of the compared OMol25 structures with the same formula, charge and spin ... 0.0 kcal/mol
Net charge ... +1

Atoms and positions in Å:
Ge (-0.21381, -1.65869, 1.06164)
S (-1.65395, 0.80894, -0.85093)
Mg (1.10949, 1.40699, -0.54626)
F (0.94786, 0.10506, -2.84021)
F (1.31237, 2.95595, -2.93306)
F (3.19867, -0.01432, -2.62810)
F (3.49511, 2.50949, -2.99725)
F (2.10604, 1.76862, -4.55843)
O (-2.83677, 0.87286, -0.04703)
O (-0.61657, -0.32519, -0.42917)
N (1.09668, 3.38220, 0.29370)
N (-0.72208, 2.04673, -0.97824)
C (-2.53317, 5.27330, -0.38826)
C (-1.14530, 3.29720, -0.53747)
C (-2.50293, -0.49261, -5.08852)
C (2.32864, -2.01183, 2.65383)
C (1.78197, -1.47765, 1.32396)
C (-2.04183, 0.45739, -2.53618)
C (-0.14718, 3.90385, 0.28610)
C (-2.73218, -0.74172, -2.67922)
C (2.03296, 3.92504, 1.06559)
C (3.86013, -1.83654, 2.76008)
C (-1.52664, 1.15953, -3.60347)
C (0.55278, 5.59447, 1.86040)
C (-2.96403, -1.21603, -4.00688)
C (-2.26837, 4.00812, -0.93512)
C (2.26074, 1.95492, -3.24484)
C (-2.68795, -5.27956, 3.05204)
C (4.46061, -3.10030, 3.36478)
C (1.78849, 5.00685, 1.89492)
C (-0.44813, 5.11255, 0.97032)
C (-1.81564, 0.73094, -4.87366)
C (-1.63553, 5.84326, 0.55288)
C (2.10242, 0.76047, -2.36953)
C (-0.57603, -3.37128, 0.20203)
C (-1.49621, -4.66549, 2.29863)
C (-1.63733, -4.37326, 0.78122)
H (5.54769, -3.10330, 3.59983)
H (4.12605, -0.93256, 3.33896)
H (-0.59245, -5.28507, 2.42840)
H (-3.58705, -2.06089, -4.25690)
H (-2.65408, -4.03113, 0.54439)
H (-2.94743, 3.58169, -1.62308)
H (0.39753, 6.52154, 2.35411)
H (2.09160, -0.37063, 1.26820)
H (-1.92430, 6.70788, 1.16790)
H (4.28886, -1.60283, 1.74933)
H (2.10328, -3.11738, 2.72900)
H (2.96749, 3.38836, 1.07178)
H (4.33819, -3.95682, 2.73753)
H (-3.47695, 5.77682, -0.61617)
H (-2.74566, -0.77401, -6.13398)
H (-0.88132, 2.05977, -3.49193)
H (-1.54648, 1.37524, -5.73071)
H (-1.52529, -5.35202, 0.20087)
H (-0.80878, -3.02729, -0.79437)
H (-1.27571, -3.77572, 2.86591)
H (1.81671, -1.65932, 3.54777)
H (-3.19501, -1.28990, -1.86604)
H (-2.55265, -5.09339, 4.12767)
H (-1.03861, -1.37539, 2.38800)
H (-3.65401, -4.87548, 2.64277)
H (-2.70985, -6.35796, 2.93545)
H (2.58057, 5.36923, 2.52272)
H (3.99074, -3.28637, 4.38357)
H (2.18355, -1.95507, 0.37312)
H (0.45001, -3.81825, 0.18564)

Forces on atoms 1 to 3 (eV/Å):
0.039 -0.197 0.906
0.227 -0.140 -1.001
0.654 0.177 -0.551



No. 2
A structure of composition C4H4N2 in a non-equilibrium geometry. Source: the OMol25 dataset; level of theory: the ωB97M-V functional and the def2-TZVPD basis.

Values from the calculation:
LUMO energy ... 0.8 eV
HOMO ... -8.1 eV
E ... -7187.4986 eV
Energy above the lowest of the compared OMol25 structures with the same formula, charge and spin ... 119.7 kcal/mol
Net charge ... 0

Atoms and positions in Å:
N (-0.54173, -1.88922, 0.14298)
N (0.62548, -1.86825, -0.03945)
C (0.81488, 0.87588, -0.05832)
C (-1.54784, -0.25789, 0.16847)
C (1.55793, -0.19771, -0.15413)
C (-0.85327, 0.84063, 0.00816)
H (-1.16573, 1.88633, -0.10484)
H (1.08005, 1.93949, -0.00556)
H (-2.52695, -0.71329, 0.29092)
H (2.55719, -0.61597, -0.24822)

Forces on atoms 1 to 3 (eV/Å):
0.612 1.947 -0.246
-0.700 1.930 0.142
-1.468 -0.763 0.022



No. 3
A cluster of 2 separate species, H2N2O3 in total in a non-equilibrium geometry. Source: the OMol25 dataset; level of theory: the ωB97M-V functional and the def2-TZVPD basis.

Values from the calculation:
LUMO energy (spin up / spin down) ... -0.1 / -0.1 eV
HOMO (spin up / spin down) ... -9.0 / -9.1 eV
E ... -9148.1682 eV
Energy above the lowest of the compared OMol25 structures with the same formula, charge and spin ... 47.7 kcal/mol
Net charge ... 0

Atoms and positions in Å:
O (1.96935, 0.86280, -0.03407)
O (-1.33376, -0.61826, 0.08467)
O (0.90507, -1.06733, 0.00819)
N (-0.76934, 0.63925, -0.15664)
N (1.13180, 0.08238, 0.02986)
H (-0.78202, -1.24420, -0.44494)
H (-1.12110, 1.34537, 0.51294)

Forces on atoms 1 to 3 (eV/Å):
2.698 0.905 -0.226
0.070 1.598 0.344
3.288 -1.908 -0.174



No. 4
A cluster of 2 separate species, C8H16N in total in a non-equilibrium geometry. Source: the OMol25 dataset; level of theory: the ωB97M-V functional and the def2-TZVPD basis.

Values from the calculation:
LUMO energy ... -4.1 eV
HOMO ... -13.3 eV
E ... -10033.2068 eV
Energy above the lowest of the compared OMol25 structures with the same formula, charge and spin ... 139.9 kcal/mol
Net charge ... +1

Atoms and positions in Å:
N (0.48317, -1.62891, 0.60560)
C (-0.13576, -0.24763, 0.50709)
C (-3.07751, 0.49611, 0.73701)
C (-2.47906, -0.56976, 0.29694)
C (0.70920, 0.05214, -0.70123)
C (1.06781, -1.48415, -0.70500)
C (-0.00342, 0.59567, -1.87030)
C (2.05981, 0.85764, -0.49060)
C (-0.02572, 0.54015, 1.81643)
H (2.73576, 0.55990, 0.40097)
H (-0.73311, -0.21956, -2.10234)
H (0.46151, 0.61440, -2.88765)
H (1.10534, 0.54016, 2.22153)
H (-0.62275, 0.03429, 2.66661)
H (2.56446, 0.84219, -1.45437)
H (2.00637, -1.82493, -0.48093)
H (0.69767, -2.03650, -1.55282)
H (1.56050, 1.85691, -0.25096)
H (-0.22132, -2.37804, 0.77982)
H (-4.20932, 0.47821, 0.81592)
H (-0.18915, 1.62555, 1.67251)
H (-2.66446, 1.44764, 0.85253)
H (1.05607, -1.65158, 1.46899)
H (-3.08910, -1.51610, 0.14959)
H (-0.31029, 1.57085, -1.66582)

Forces on atoms 1 to 3 (eV/Å):
-3.955 -0.968 2.999
-2.761 0.100 1.851
-2.258 -0.357 -0.597



No. 5
The ion C4H5N2O3 with charge -1 in a non-equilibrium geometry. Source: the OMol25 dataset; level of theory: the ωB97M-V functional and the def2-TZVPD basis.

Values from the calculation:
LUMO energy ... 3.7 eV
HOMO ... -4.1 eV
E ... -13349.2672 eV
Energy above the lowest of the compared OMol25 structures with the same formula, charge and spin ... 74.4 kcal/mol
Net charge ... -1

Atoms and positions in Å:
O (0.00490, -1.25543, -0.01694)
O (-3.39531, -1.25351, -0.47556)
O (-3.63968, 0.99009, -0.21371)
N (-1.49463, 0.11941, -0.79363)
N (-0.89352, 1.05700, -0.33725)
C (0.72746, -0.36416, 0.53366)
C (-3.13354, -0.09732, -0.45386)
C (2.25919, -0.41384, -0.07455)
C (0.25218, 1.07919, 0.18193)
H (2.45716, -1.44911, 0.29569)
H (0.67169, 1.94289, 0.43661)
H (2.43976, -0.28413, -1.09678)
H (0.83769, -0.37341, 1.66169)
H (2.90664, 0.30235, 0.35271)

Forces on atoms 1 to 3 (eV/Å):
-1.956 -0.874 -0.646
-0.420 -1.315 -0.376
0.249 -0.410 -0.533



No. 6
An isolated molecule of C4H5NO in a non-equilibrium geometry. Source: the OMol25 dataset; level of theory: the ωB97M-V functional and the def2-TZVPD basis.

Values from the calculation:
LUMO energy ... 0.8 eV
Structure (SMILES) ... [H]/N=C1/C=CCO1
HOMO ... -9.6 eV
E ... -7765.4747 eV
Energy above the lowest of the compared OMol25 structures with the same formula, charge and spin ... 24.3 kcal/mol
Net charge ... 0

Atoms and positions in Å:
O (-0.25207, 0.76646, 0.88284)
N (-2.02898, 0.92217, -0.63922)
C (0.06773, -0.27856, -1.13919)
C (0.75146, -0.24449, 1.05542)
C (-0.87089, 0.52306, -0.32831)
C (1.04568, -0.70558, -0.34517)
H (1.93942, -1.23291, -0.65960)
H (0.13714, -0.91213, 1.66666)
H (-0.03540, -0.43093, -2.20496)
H (1.64490, 0.08350, 1.60389)
H (-2.39899, 1.50940, 0.10765)

Forces on atoms 1 to 3 (eV/Å):
-0.128 0.575 -0.491
0.530 0.200 -0.031
0.159 -0.060 0.059



No. 7
A cluster of 2 separate species, C4H8NO3 in total in a non-equilibrium geometry. Source: the OMol25 dataset; level of theory: the ωB97M-V functional and the def2-TZVPD basis.

Values from the calculation:
LUMO energy (spin up / spin down) ... 0.5 / -3.8 eV
Multiplicity ... 2
HOMO (spin up / spin down) ... -9.4 / -9.4 eV
E ... -11907.7846 eV
Energy above the lowest of the compared OMol25 structures with the same formula, charge and spin ... 27.3 kcal/mol
Net charge ... 0

Atoms and positions in Å:
O (-1.20653, 0.17283, 0.83871)
O (-3.19975, -0.61340, 0.02565)
O (2.69951, 1.97769, -0.95890)
N (0.97338, 0.75933, -1.48605)
C (-2.08460, -0.64848, 0.65684)
C (2.14181, 0.92821, -0.74774)
C (-1.99216, -1.91654, 1.55806)
C (2.55066, -0.28294, -0.07723)
H (2.54859, -1.12463, -0.74903)
H (-2.93035, -1.85289, 2.08757)
H (-1.08247, -1.81223, 2.26723)
H (0.10280, 0.69478, -0.99609)
H (3.54775, -0.11360, 0.40701)
H (1.97960, -0.54709, 0.89654)
H (-1.91288, -2.94393, 1.02619)
H (0.89327, 1.60577, -2.12021)

Forces on atoms 1 to 3 (eV/Å):
-0.616 0.314 -1.169
0.206 -0.100 -0.304
1.864 0.045 1.058



No. 8
An isolated molecule of C4H2F4O2 in a non-equilibrium geometry. Source: the OMol25 dataset; level of theory: the ωB97M-V functional and the def2-TZVPD basis.

Values from the calculation:
LUMO energy (spin up / spin down) ... -0.3 / -0.4 eV
HOMO (spin up / spin down) ... -9.0 / -7.7 eV
E ... -19139.9480 eV
Net charge ... 0

Atoms and positions in Å:
F (-1.20872, 0.81027, 1.13294)
F (2.16684, -1.12341, 0.41625)
F (2.03184, 1.49808, 0.58182)
F (-2.87980, 0.35456, -0.31858)
O (-1.24905, -1.20982, -0.22892)
O (0.25048, 1.47069, -0.79984)
C (0.99429, 0.77599, 0.05447)
C (-1.88144, -0.23993, 0.46966)
C (0.97627, -0.58903, 0.05278)
C (-0.01337, -1.54471, -0.23896)
H (0.48190, 2.33313, -0.67627)
H (0.33076, -2.53581, -0.44534)

Forces on atoms 1 to 3 (eV/Å):
-0.986 -2.221 -1.211
0.345 -0.395 0.268
-1.093 -1.018 -0.522